(1)
Density functional theory data (ωB97M-V/def2-TZVPD) for a structure of composition C26H44BrN3OP2W at a distorted geometry.

Properties
- Net charge: +4
- 2S+1: 3
- LUMO energy (spin up / spin down): -14.2 / -14.5 eV

XYZ file:
```
78
Properties=species:S:1:pos:R:3:mulliken_charge:R:1
N -5.526 -1.161 4.133 0.089
C -4.491 -0.442 4.582 -0.587
C -3.782 0.419 3.754 -0.348
C -4.172 0.538 2.402 0.528
C -5.270 -0.214 1.940 -0.206
C -5.937 -1.030 2.869 -0.521
C -3.353 1.308 1.505 -0.316
W 0.524 0.537 -3.221 1.220
P 2.606 1.192 -1.864 0.671
C -3.482 1.360 0.148 -1.078
C -2.300 1.703 -0.640 1.358
C -2.329 1.859 -2.035 -0.504
C -1.096 1.982 -2.789 -0.489
C 0.131 2.002 -1.967 0.086
C 0.119 2.158 -0.578 -0.971
C -1.061 1.777 0.043 0.890
Br 0.551 0.203 -5.630 -0.168
H -2.562 1.899 2.000 0.921
H -4.417 1.149 -0.395 0.479
H -2.903 0.952 4.120 0.567
H -5.557 -0.180 0.890 0.456
H -4.204 -0.537 5.633 0.430
H -6.829 -1.589 2.562 0.422
H -3.294 1.834 -2.556 0.517
H -0.994 1.432 1.070 -1.139
H -1.110 2.540 -3.748 0.756
H 0.979 2.515 -0.016 0.257
P -0.263 -1.413 -2.137 0.708
C 3.305 2.843 -1.495 -0.206
C 4.036 3.640 -2.567 -1.724
H 3.948 2.719 -0.613 0.498
H 2.433 3.414 -1.146 0.522
H 4.158 4.668 -2.200 0.435
H 5.040 3.243 -2.764 0.454
H 3.465 3.696 -3.501 0.426
C 3.158 0.148 -3.247 -0.095
C 4.151 0.782 -4.246 -1.398
H 2.270 -0.220 -3.859 -0.019
H 3.606 -0.745 -2.792 0.570
H 3.808 0.611 -5.276 0.414
H 4.282 1.864 -4.125 0.174
H 5.143 0.313 -4.148 0.361
C 3.149 0.232 -0.377 -0.250
C 4.670 0.186 -0.250 -1.180
H 2.749 -0.778 -0.478 -0.348
H 2.663 0.672 0.499 0.416
H 4.968 -0.607 0.449 0.450
H 5.167 -0.043 -1.204 0.306
H 5.074 1.132 0.131 0.373
C 0.769 -2.251 -0.863 -0.216
C 2.009 -2.990 -1.381 -1.489
H 0.116 -2.977 -0.350 0.590
H 1.007 -1.499 -0.089 -0.094
H 1.749 -4.023 -1.657 0.405
H 2.457 -2.511 -2.263 0.248
H 2.767 -3.042 -0.588 0.437
C -0.393 -2.632 -3.498 -0.984
C -1.618 -2.484 -4.411 -1.113
H -0.407 -3.607 -2.978 0.512
H 0.535 -2.595 -4.091 0.505
H -1.659 -3.351 -5.078 0.428
H -2.559 -2.435 -3.857 0.291
H -1.543 -1.596 -5.044 0.252
C -1.949 -1.550 -1.397 -0.688
C -1.997 -1.760 0.123 -1.537
H -2.439 -2.390 -1.915 0.768
H -2.485 -0.636 -1.698 0.307
H -3.022 -1.581 0.471 0.341
H -1.729 -2.795 0.391 0.606
H -1.317 -1.070 0.648 0.136
N 0.212 1.046 3.780 -0.388
C 0.242 -0.094 2.995 0.269
N -0.418 -1.156 3.527 -0.346
O 0.756 -0.123 1.863 -0.317
H 0.168 0.909 4.779 0.244
H 0.855 1.766 3.469 0.233
H -0.427 -2.022 3.006 0.210
H -0.831 -1.128 4.452 0.182
```

(2)
Density functional theory data (ωB97M-V/def2-TZVPD) for a cluster of 11 separate species, C37H60O29 in total at a distorted geometry.

Properties
- SMILES: CCOC(C)=O.CCOC(C)=O.CCOC(C)=O.CCOC(C)=O.O=C1OCCO1.O=C1OCCO1.O=C1OCCO1.O=C1OCCO1.O=C1OCCO1.O=C1OCCO1.O=C1OCCO1
- ΔE to the lowest compared entry with this formula, charge and spin: 3.785 eV
- LUMO energy: -0.4 eV

XYZ file:
```
126
Properties=species:S:1:pos:R:3:mulliken_charge:R:1
C -7.730 -12.790 0.754 -1.352
C -7.033 -13.931 1.448 0.007
O -7.738 -15.139 1.284 -0.342
C -7.336 -16.296 1.830 0.388
C -8.183 -17.520 1.484 -0.508
O -6.321 -16.456 2.465 -0.476
H -8.673 -12.609 1.271 0.339
H -8.045 -12.967 -0.275 0.332
H -7.206 -11.850 0.925 0.382
H -6.024 -13.989 1.039 0.258
H -6.952 -13.772 2.523 0.248
H -9.127 -17.527 2.028 0.231
H -7.723 -18.421 1.889 -0.059
H -8.449 -17.657 0.436 0.503
C -2.683 -17.299 8.633 -0.804
C -1.470 -18.173 8.971 -0.441
O -1.416 -19.530 8.423 -0.365
C -2.549 -20.314 8.405 0.691
C -2.556 -21.560 7.540 -0.144
O -3.581 -20.042 8.994 -0.590
H -2.700 -16.395 9.241 0.478
H -3.631 -17.816 8.781 0.256
H -2.658 -16.977 7.592 0.065
H -0.561 -17.712 8.585 0.317
H -1.446 -18.202 10.060 0.395
H -1.602 -21.700 7.031 0.303
H -3.272 -21.366 6.741 -0.368
H -2.918 -22.465 8.026 0.406
C -4.932 -26.789 3.313 -0.724
C -5.098 -28.310 3.365 -0.310
O -6.248 -28.760 2.625 -0.327
C -6.083 -29.072 1.335 0.658
C -7.347 -29.762 0.739 -1.018
O -5.075 -28.976 0.663 -0.534
H -5.478 -26.186 4.038 -0.077
H -5.130 -26.552 2.268 0.393
H -3.882 -26.529 3.443 0.371
H -4.134 -28.727 3.071 0.336
H -5.035 -28.676 4.389 0.315
H -7.425 -30.817 1.003 0.269
H -7.497 -29.558 -0.321 0.323
H -8.242 -29.323 1.178 0.322
C -1.080 -18.509 5.571 -0.404
C -0.923 -19.360 4.318 -0.453
O -1.915 -19.132 3.335 -0.354
C -3.328 -19.383 3.521 0.397
C -4.245 -18.727 2.485 -0.759
O -3.836 -20.018 4.426 -0.408
H -0.331 -18.751 6.325 0.379
H -2.086 -18.743 5.920 -0.238
H -0.986 -17.453 5.319 0.330
H 0.046 -19.075 3.909 0.352
H -0.839 -20.418 4.566 0.256
H -4.054 -19.165 1.506 0.551
H -4.056 -17.662 2.346 0.238
H -5.294 -18.900 2.726 -0.025
O -12.273 -22.567 7.091 -0.614
C -11.725 -23.197 6.191 0.487
O -10.511 -22.904 5.621 0.066
C -10.211 -23.798 4.592 0.336
C -11.515 -24.600 4.463 -0.307
O -12.261 -24.276 5.600 -0.390
H -9.980 -23.252 3.678 -0.094
H -9.345 -24.326 4.991 -0.019
H -11.290 -25.666 4.491 0.338
H -11.843 -24.405 3.442 0.254
O -12.443 -22.701 1.426 -0.619
C -11.562 -21.834 1.355 0.462
O -11.395 -21.182 0.208 -0.370
C -10.444 -20.154 0.419 -0.247
C -9.926 -20.355 1.817 0.750
O -10.728 -21.419 2.289 -0.139
H -9.608 -20.250 -0.274 0.304
H -10.887 -19.169 0.272 0.258
H -10.121 -19.503 2.469 -0.379
H -8.867 -20.595 1.913 -0.002
O -7.818 -20.096 4.283 -0.352
C -7.354 -21.038 4.930 0.386
O -7.179 -22.334 4.472 -0.352
C -6.850 -23.222 5.537 1.448
C -6.137 -22.225 6.412 -0.693
O -6.757 -20.956 6.172 -0.241
H -7.678 -23.715 6.044 -0.578
H -6.126 -23.980 5.238 -0.144
H -5.090 -22.113 6.130 -0.235
H -6.161 -22.443 7.480 0.585
O -5.889 -24.542 9.257 -0.588
C -5.863 -25.694 8.805 0.754
O -6.526 -26.124 7.743 -0.244
C -6.201 -27.574 7.506 0.260
C -5.280 -27.941 8.629 -0.323
O -5.234 -26.709 9.369 -0.392
H -7.204 -27.990 7.604 0.325
H -5.760 -27.745 6.524 -0.352
H -4.285 -28.212 8.276 0.315
H -5.754 -28.724 9.221 0.289
O -10.729 -26.890 11.513 -0.627
C -10.452 -26.326 10.419 0.566
O -9.724 -25.244 10.227 -0.374
C -9.760 -24.854 8.901 0.432
C -10.370 -26.061 8.241 0.032
O -10.832 -26.816 9.294 -0.366
H -10.341 -23.932 8.874 0.258
H -8.757 -24.811 8.476 -0.274
H -9.473 -26.559 7.874 0.039
H -11.182 -25.907 7.530 0.260
O -9.768 -16.646 4.986 -0.506
C -10.162 -17.743 5.236 0.514
O -10.982 -18.512 4.492 -0.405
C -11.067 -19.781 5.044 0.478
C -10.560 -19.577 6.503 -0.119
O -9.865 -18.391 6.357 -0.350
H -12.132 -20.007 5.086 0.435
H -10.460 -20.513 4.510 -0.448
H -9.956 -20.445 6.768 0.072
H -11.395 -19.366 7.170 0.359
O -6.571 -14.131 7.127 -0.638
C -6.154 -15.172 6.611 0.498
O -6.872 -16.283 6.382 -0.306
C -6.104 -17.303 5.733 0.593
C -4.851 -16.429 5.253 1.028
O -4.931 -15.288 6.120 -0.395
H -5.801 -18.084 6.431 0.176
H -6.614 -17.830 4.927 -0.338
H -4.745 -16.298 4.176 0.210
H -4.027 -17.050 5.605 -0.757
```

(3)
Density functional theory data (ωB97M-V/def2-TZVPD) for a cluster of 2 separate species, C2H8S4 in total at a distorted geometry.

Properties
- Net charge: -1
- ΔE to the lowest compared entry with this formula, charge and spin: 0.981 eV
- 2S+1: 2
- LUMO energy (spin up / spin down): 2.1 / 2.1 eV

XYZ file:
```
14
Properties=species:S:1:pos:R:3:mulliken_charge:R:1
C 2.728 -2.657 0.657 -0.842
S 2.733 -0.989 1.394 -0.305
S 4.821 -0.630 2.072 -0.602
H 2.816 -3.335 1.510 0.243
H 1.795 -2.879 0.138 0.236
H 3.590 -2.815 0.001 0.263
H 5.117 -1.926 2.169 0.012
C -2.330 2.494 -1.748 -0.840
S -3.069 0.865 -1.982 0.009
S -4.775 0.904 -0.912 -0.218
H -2.627 3.096 -2.608 0.294
H -2.572 2.937 -0.789 0.292
H -1.240 2.472 -1.811 0.325
H -5.342 2.065 -1.296 0.134
```

(4)
Density functional theory data (ωB97M-V/def2-TZVPD) for a cluster of 6 separate species, C14H41O6 in total at a distorted geometry.

Properties
- 2S+1: 2
- LUMO energy (spin up / spin down): 0.5 / 0.4 eV

XYZ file:
```
61
Properties=species:S:1:pos:R:3:mulliken_charge:R:1
O 0.166 0.302 1.364 0.052
H -0.589 -0.237 1.613 0.754
H -0.175 1.020 0.825 -0.164
H 0.673 -0.264 0.776 0.329
C -0.032 -3.980 0.333 -0.990
C 1.019 -3.664 1.349 -0.513
O 0.680 -2.523 2.089 -0.206
H -0.728 -4.590 0.909 0.444
H 0.302 -4.666 -0.444 0.413
H -0.427 -3.048 -0.071 -0.058
H 1.987 -3.553 0.862 0.140
H 1.127 -4.496 2.045 0.459
H 1.141 -2.622 2.925 0.161
C -1.909 0.310 4.010 -1.271
C -2.920 0.200 2.916 0.358
C -3.269 1.506 2.163 -1.612
O -2.203 -0.462 1.851 0.161
H -1.533 -0.660 4.335 0.189
H -2.352 0.694 4.928 0.506
H -1.048 0.928 3.758 0.204
H -3.857 -0.307 3.148 0.380
H -2.380 1.951 1.716 0.059
H -3.641 2.023 3.048 0.487
H -4.151 1.431 1.528 0.549
H -2.946 -0.678 1.282 -0.182
C -0.277 4.346 -1.314 -2.021
C 0.346 3.181 -0.524 3.402
C 1.853 3.115 -0.553 -1.613
O 0.037 3.000 0.866 -0.411
H -1.358 4.346 -1.180 0.460
H -0.048 4.396 -2.378 0.367
H 0.042 5.291 -0.872 0.353
H 0.123 2.175 -0.880 -1.032
H 2.311 2.758 -1.476 0.236
H 2.233 2.548 0.297 0.389
H 2.306 4.106 -0.524 0.430
H -0.156 3.847 1.276 0.168
C -2.438 -1.559 -2.335 -1.816
C -1.151 -0.807 -2.264 1.593
C -0.772 -0.133 -3.503 -1.831
O -1.137 0.119 -1.251 0.189
H -3.329 -0.959 -2.149 0.478
H -2.530 -2.269 -1.514 0.200
H -2.557 -2.081 -3.285 0.371
H -0.454 -1.604 -2.004 -0.200
H -1.589 0.389 -4.000 0.372
H -0.538 -0.858 -4.283 0.497
H 0.125 0.473 -3.371 0.204
H -1.916 0.669 -1.358 -0.187
C 3.962 -1.138 0.054 -1.787
C 2.890 -0.300 -0.631 0.954
C 2.956 -0.383 -2.143 -1.348
O 1.699 -0.914 -0.268 -1.310
H 3.888 -1.041 1.137 0.342
H 4.926 -0.704 -0.211 0.459
H 3.790 -2.199 -0.131 0.337
H 2.952 0.738 -0.302 0.050
H 2.562 0.504 -2.639 0.134
H 2.563 -1.333 -2.507 0.313
H 3.955 -0.486 -2.567 0.503
H 1.798 -1.848 -0.471 0.110
```